[1]
Computed, not measured: a structure of composition C25H48InP4S, with the ωB97M-V functional and the def2-TZVPD basis.

Cartesian coordinates (Å):
1 In 0.137 -0.880 -0.001
2 P 2.061 1.681 2.070
3 P 1.288 -3.151 0.686
4 P -1.389 -0.624 2.154
5 H -1.395 2.303 -3.977
6 C -2.239 1.937 -3.382
7 C -2.819 2.702 -2.445
8 H -2.455 3.713 -2.230
9 C 3.207 2.485 0.947
10 C 2.914 1.279 3.596
11 C 0.706 2.813 2.402
12 C 0.333 -4.622 0.169
13 C 2.914 -3.417 -0.095
14 C 1.592 -3.450 2.460
15 C -2.556 0.776 2.141
16 C -0.618 -0.565 3.808
17 C -2.495 -2.069 2.282
18 H -2.601 0.929 -3.612
19 H -3.708 2.378 -1.895
20 H 2.731 2.707 -0.018
21 H 4.082 1.843 0.780
22 H 3.544 3.430 1.396
23 H 3.897 0.850 3.359
24 H 2.336 0.546 4.172
25 H 3.053 2.186 4.200
26 H 0.180 3.061 1.470
27 H 1.119 3.741 2.824
28 H -0.011 2.391 3.117
29 H 0.823 -5.524 0.566
30 H 0.288 -4.680 -0.926
31 H -0.695 -4.569 0.551
32 H 3.284 -4.420 0.162
33 H 3.633 -2.665 0.257
34 H 2.827 -3.336 -1.187
35 H 2.056 -4.440 2.584
36 H 0.652 -3.421 3.027
37 H 2.272 -2.685 2.858
38 H -3.158 0.750 3.062
39 H -3.225 0.703 1.273
40 H -2.013 1.729 2.088
41 H -1.397 -0.778 4.555
42 H -0.184 0.422 4.016
43 H 0.171 -1.325 3.892
44 H -2.899 -2.102 3.304
45 H -1.941 -2.996 2.084
46 H -3.317 -1.994 1.560
47 C -3.003 -1.781 -1.218
48 C -3.876 -2.867 -0.973
49 C -5.167 -2.634 -0.515
50 C -5.617 -1.323 -0.318
51 C -4.784 -0.242 -0.630
52 C -3.500 -0.466 -1.117
53 S -1.364 -2.098 -1.668
54 H 1.559 0.449 1.488
55 H -3.496 -3.871 -1.149
56 H -5.826 -3.481 -0.318
57 H -6.625 -1.139 0.058
58 H -5.152 0.781 -0.520
59 H -2.879 0.361 -1.464
60 C 1.435 -0.672 -3.466
61 P 1.721 0.132 -1.851
62 C 3.502 -0.134 -1.531
63 C 1.599 1.914 -2.263
64 C 0.591 2.715 -1.689
65 C 0.523 4.073 -1.996
66 C 1.427 4.636 -2.902
67 C 2.407 3.837 -3.499
68 C 2.492 2.479 -3.187
69 H 1.854 -1.686 -3.453
70 H 1.919 -0.087 -4.261
71 H 0.358 -0.733 -3.663
72 H 4.102 0.605 -2.076
73 H 3.790 -1.143 -1.854
74 H 3.716 -0.035 -0.460
75 H -0.168 2.262 -1.041
76 H -0.255 4.687 -1.540
77 H 1.362 5.696 -3.149
78 H 3.112 4.266 -4.211
79 H 3.255 1.857 -3.666

The HOMO energy is -15.36 eV. The net charge is +3. The value obtained for the energy above the lowest of the compared OMol25 structures with the same formula, charge and spin is 0.0 kcal/mol. For the orbital gap, the calculation gives 5.7 eV.

[2]
Computed, not measured: a cluster of 5 separate species, C25H49Cl2F2N4O7 in total, with the ωB97M-V functional and the def2-TZVPD basis.

Cartesian coordinates (Å):
1 C -3.210 1.003 4.579
2 O -2.999 2.090 3.638
3 C -1.747 1.957 3.061
4 N -1.834 1.220 1.717
5 N -3.058 0.932 1.353
6 C -3.048 0.296 0.181
7 C -4.468 -0.048 -0.366
8 C -5.560 0.970 0.127
9 N -6.199 0.414 1.352
10 C -1.939 -0.107 -0.627
11 C -0.629 0.247 -0.150
12 C 0.638 -0.127 -0.945
13 Cl 1.427 -1.649 -0.359
14 C 0.230 -0.383 -2.463
15 C -0.163 0.930 -3.212
16 Cl 1.761 -0.979 -3.278
17 C -0.696 0.968 1.096
18 N 0.538 1.417 1.727
19 C 1.313 0.357 2.287
20 O 2.374 0.414 2.721
21 F 0.644 -0.836 2.360
22 C 1.275 2.324 0.917
23 O 2.367 2.239 0.555
24 F 0.539 3.393 0.496
25 H -4.283 0.792 4.713
26 H -2.770 1.315 5.553
27 H -2.726 0.048 4.273
28 H -1.319 2.963 2.877
29 H -1.080 1.369 3.736
30 H -4.429 0.018 -1.479
31 H -4.775 -1.069 -0.040
32 H -6.364 1.088 -0.631
33 H -5.116 1.975 0.287
34 H -7.204 0.393 1.170
35 H -6.099 1.062 2.134
36 H -2.121 -0.657 -1.559
37 H 1.422 0.654 -0.989
38 H -0.505 -1.201 -2.571
39 H 0.140 0.855 -4.281
40 H -1.273 1.046 -3.234
41 H 0.325 1.804 -2.735
42 C 1.295 0.383 -7.999
43 C 0.194 -0.633 -7.736
44 C -0.611 -0.914 -8.995
45 O -0.676 -0.140 -6.713
46 H 0.873 1.337 -8.329
47 H 1.858 0.583 -7.085
48 H 1.987 0.026 -8.764
49 H 0.632 -1.561 -7.365
50 H -1.096 -0.004 -9.357
51 H -1.403 -1.637 -8.789
52 H 0.025 -1.310 -9.789
53 H -1.071 0.682 -7.029
54 C 4.851 -5.323 -2.723
55 C 5.639 -4.082 -2.334
56 C 5.048 -3.416 -1.101
57 O 5.639 -3.158 -3.421
58 H 3.815 -5.066 -2.964
59 H 5.280 -5.785 -3.615
60 H 4.848 -6.059 -1.916
61 H 6.679 -4.352 -2.142
62 H 4.018 -3.095 -1.288
63 H 5.616 -2.521 -0.839
64 H 5.051 -4.095 -0.245
65 H 4.724 -2.912 -3.600
66 C -6.064 -2.927 6.566
67 C -5.254 -1.709 6.977
68 C -5.845 -1.041 8.208
69 O -5.217 -0.771 5.895
70 H -7.090 -2.644 6.314
71 H -5.634 -3.391 5.676
72 H -6.095 -3.669 7.365
73 H -4.223 -2.005 7.180
74 H -6.864 -0.695 8.010
75 H -5.260 -0.162 8.486
76 H -5.869 -1.727 9.056
77 H -6.124 -0.502 5.707
78 C 6.476 3.594 2.527
79 C 6.784 3.343 1.059
80 C 6.457 4.561 0.210
81 O 6.029 2.223 0.598
82 H 5.412 3.807 2.670
83 H 6.706 2.709 3.124
84 H 7.054 4.435 2.914
85 H 7.839 3.088 0.944
86 H 5.392 4.806 0.276
87 H 6.672 4.364 -0.842
88 H 7.034 5.432 0.527
89 H 5.093 2.436 0.696

The HOMO energy is -11.52 eV. The net charge is +1. For the orbital gap, the calculation gives 6.5 eV.

[3]
Computed, not measured: a structure of composition C25H49N2O11SSbSi3Sr, with the ωB97M-V functional and the def2-TZVPD basis.

Cartesian coordinates (Å):
1 Sr 0.319 1.352 -0.014
2 O 2.227 3.544 2.335
3 C 1.365 3.202 1.539
4 O 1.288 3.465 0.295
5 C 0.147 2.281 2.263
6 C 0.409 0.724 2.579
7 C -0.449 0.373 3.809
8 C -1.884 0.376 3.195
9 C -1.584 0.668 1.707
10 O -0.336 -0.102 1.595
11 C -1.297 2.230 1.609
12 C -1.559 3.175 0.211
13 O -1.814 4.337 0.470
14 O -1.547 2.579 -0.914
15 H 0.116 2.744 3.243
16 H 1.476 0.529 2.667
17 H -0.178 -0.628 4.141
18 H -0.317 1.073 4.632
19 H -2.328 -0.618 3.274
20 H -2.564 1.099 3.645
21 H -2.369 0.366 1.018
22 H -2.020 2.682 2.278
23 O 2.012 -1.719 1.368
24 S 2.423 -1.210 0.051
25 O 3.613 -1.886 -0.458
26 O 1.277 -1.350 -0.944
27 O 2.626 0.290 0.117
28 N -3.005 -1.953 0.454
29 C -3.738 -2.366 1.243
30 N -4.566 -2.848 2.180
31 C -3.948 -3.307 3.429
32 C -5.042 -3.445 4.467
33 O -6.066 -4.325 4.025
34 C -6.659 -3.859 2.826
35 C -5.634 -3.733 1.716
36 H -3.205 -2.577 3.747
37 H -3.449 -4.271 3.276
38 H -5.468 -2.457 4.683
39 H -4.642 -3.869 5.386
40 H -7.134 -2.884 2.996
41 H -7.424 -4.584 2.554
42 H -6.086 -3.301 0.824
43 H -5.234 -4.723 1.464
44 C 1.138 4.097 -3.878
45 Si 1.022 2.331 -4.545
46 C 0.985 2.468 -6.458
47 C -0.884 2.052 -4.400
48 Sb 1.441 0.480 -2.677
49 Si 1.635 -1.382 -4.430
50 C 0.122 -2.368 -4.979
51 C 2.814 -2.671 -3.717
52 C 2.354 -0.836 -6.091
53 Si 3.898 1.132 -3.035
54 C 4.027 2.743 -2.049
55 C 4.498 1.653 -4.771
56 C 5.250 -0.016 -2.407
57 H 0.317 4.688 -4.294
58 H 2.083 4.599 -4.108
59 H 1.031 4.089 -2.790
60 H 0.270 3.272 -6.658
61 H 0.596 1.545 -6.891
62 H 1.926 2.707 -6.963
63 H -1.441 2.658 -5.127
64 H -1.235 2.330 -3.401
65 H -1.146 0.999 -4.553
66 H -0.272 -2.961 -4.156
67 H 0.465 -3.036 -5.778
68 H -0.684 -1.742 -5.368
69 H 3.072 -2.468 -2.675
70 H 3.741 -2.706 -4.298
71 H 2.344 -3.659 -3.757
72 H 1.590 -0.370 -6.716
73 H 2.707 -1.740 -6.601
74 H 3.187 -0.139 -6.011
75 H 3.898 3.606 -2.709
76 H 5.019 2.805 -1.591
77 H 3.291 2.833 -1.248
78 H 3.719 2.014 -5.444
79 H 5.044 0.852 -5.277
80 H 5.198 2.479 -4.602
81 H 4.943 -0.531 -1.496
82 H 6.136 0.598 -2.211
83 H 5.508 -0.773 -3.154
84 C -3.223 -2.644 -2.573
85 C -2.533 -1.293 -2.577
86 C -3.395 -0.077 -2.354
87 O -1.355 -1.212 -2.815
88 H -3.510 -2.873 -3.603
89 H -4.121 -2.642 -1.954
90 H -2.524 -3.402 -2.226
91 H -4.309 -0.147 -2.950
92 H -2.846 0.831 -2.591
93 H -3.688 -0.049 -1.302

The HOMO energy is -1.99 eV. The net charge is -2. The value obtained for the energy above the lowest of the compared OMol25 structures with the same formula, charge and spin is 146.4 kcal/mol. For the orbital gap, the calculation gives 5.2 eV.

Number 1: LUMO energy -0.35411 hartree. Number 2: LUMO energy -0.18533 hartree. Number 3: LUMO energy 0.11913 hartree.